Entry from the OMol25 dataset: 9 unconnected molecules or ions with the total composition C24H46Cl12O6S2 (ωB97M-V with the def2-TZVPD basis set).

Cartesian coordinates (Å):
Cl: 2.84806 6.34516 1.48117
Cl: -2.84816 -5.69772 2.40861
Cl: 1.21276 -4.32406 -4.54845
Cl: -1.88445 -7.24125 -3.67555
Cl: -1.85413 0.27109 8.81870
Cl: 6.71028 0.81010 -0.95087
Cl: -6.75885 0.73306 -3.88202
Cl: -1.07460 -7.41709 4.71794
Cl: 4.51843 2.85639 -2.48432
Cl: -5.49112 1.46035 -0.75338
Cl: 0.39615 8.89067 0.99950
Cl: -4.87150 0.26384 7.01437
S: -1.18888 0.30302 -6.11673
S: 3.50427 -1.12112 5.64043
O: 2.21348 -1.80306 5.65498
O: -0.78688 -0.14296 2.02730
O: 4.66898 -1.96570 6.00486
O: -1.19978 1.37027 -5.13150
O: -1.52637 -1.08108 -5.71471
O: -0.29812 1.94113 2.33261
C: -0.45673 0.99447 1.58613
C: -2.67928 -5.30807 4.12713
C: 4.16128 1.07245 4.09090
C: -1.03693 -1.11750 1.07929
C: -1.35740 -5.61425 4.75090
C: 3.53917 1.62446 5.38611
C: -1.16094 -5.65531 -4.08130
C: 0.13595 7.11454 1.33265
C: 3.64333 0.51870 6.52597
C: -3.25713 -0.33764 6.47297
C: 0.29932 1.33417 -8.12855
C: 0.33655 -5.84540 -4.54209
C: 0.43270 0.36075 -6.92540
C: 1.28427 6.33068 0.62889
C: -2.11598 0.76942 -7.60646
C: -0.20765 -0.64489 -0.06295
C: -7.10670 0.92349 -1.26239
C: 6.30147 2.92925 -2.67914
C: -7.14867 -0.07342 -2.37068
C: -2.12086 0.53894 7.02261
C: 6.93407 1.50928 -2.62728
C: 3.91529 -0.46099 3.93605
C: -0.26692 0.89715 0.09925
C: -1.05890 0.86926 -8.70989
H: -3.30450 -0.50713 5.39727
H: -2.41833 1.75602 -7.25532
H: -3.43581 -5.92175 4.61617
H: -0.58777 -0.94771 -1.03861
H: -7.67345 1.83122 -1.46958
H: 0.33441 -0.67133 -7.26193
H: -2.90022 0.05656 -7.86120
H: -6.48253 -0.92563 -2.23613
H: 0.76417 -6.54801 -3.82684
H: 3.67821 1.63298 3.29056
H: 4.68688 0.43703 6.82998
H: 6.52072 3.39374 -3.64053
H: 2.48626 1.75421 5.13580
H: -8.16639 -0.45370 -2.45863
H: -2.17625 1.59282 6.74990
H: -0.47678 -5.24130 4.22794
H: 6.47177 0.79196 -3.30539
H: 3.00462 0.61520 7.40394
H: -1.10416 -5.04276 -3.18149
H: -1.43096 1.54186 -9.48273
H: 1.08011 1.25262 -8.88473
H: 1.03879 5.26977 0.58083
H: -1.80529 -5.16100 -4.80834
H: 6.75655 3.52658 -1.88908
H: 0.21411 2.39371 -7.88725
H: 1.13756 0.31852 -6.09505
H: -2.88534 -4.23794 4.14831
H: -1.18297 0.16151 6.61515
H: 2.96612 -0.66042 3.43866
H: -0.98955 -0.06321 -9.27007
H: -7.59659 0.52114 -0.37569
H: -2.08774 -1.06335 0.79476
H: -0.86296 6.75506 1.08556
H: 0.68768 1.28967 -0.25114
H: 3.97837 2.59589 5.61313
H: 5.23550 1.23014 3.99454
H: 0.43355 -6.32086 -5.51812
H: 7.99080 1.58073 -2.88481
H: 4.57052 -1.11289 3.35830
H: -3.09949 -1.31612 6.92666
H: -0.75677 -2.09255 1.47793
H: 1.31870 6.72621 -0.38624
H: -1.07507 1.36169 -0.46571
H: 0.80010 -1.04958 0.03072
H: 0.26847 6.93251 2.39915
H: -1.22430 -5.16287 5.73408

Summary:
SMILES string = O=S1(=O)CCCC1.O=S1(=O)CCCC1.O=C1CCCO1.ClCCCl.ClCCCl.ClCCCl.ClCCCl.ClCCCl.ClCCCl
Kohn-Sham gap = 10.255 eV
Strongest force on any atom = 4.831 eV Å⁻¹
LUMO energy = 0.13 eV

Atom charges from the Mulliken analysis, given in e for atoms 1 to 2: -0.185 -0.180